1.
A structure of composition C29H37CoGeO7, computed with ωB97M-V/def2-TZVPD.

Last column: Mulliken spin population.
Geometry (Å):
Co  -1.49  -1.88  1.14  2.796
C  -0.73  -4.33  2.72  0.002
C  0.40  -4.01  1.76  -0.003
O  0.47  -2.60  1.53  0.037
C  1.20  -1.82  2.51  0.008
C  0.46  -0.51  2.69  -0.058
O  -0.89  -0.89  2.98  0.029
C  -1.84  0.17  3.14  -0.004
C  -3.15  -0.55  3.35  0.006
O  -3.34  -1.44  2.24  0.035
C  -4.00  -2.67  2.53  -0.001
C  -3.02  -3.68  3.09  0.004
O  -1.91  -3.72  2.18  0.021
H  -0.55  -3.92  3.71  -0.001
H  -0.87  -5.41  2.80  0.000
H  0.20  -4.46  0.79  0.000
H  1.35  -4.39  2.14  0.000
H  2.20  -1.63  2.12  0.001
H  1.26  -2.37  3.44  -0.001
H  0.49  0.11  1.79  0.042
H  0.90  0.05  3.52  -0.002
H  -1.86  0.78  2.24  0.002
H  -1.59  0.79  4.01  -0.001
H  -3.98  0.17  3.38  0.000
H  -3.14  -1.11  4.29  0.000
H  -4.41  -3.02  1.58  0.000
H  -4.83  -2.51  3.22  0.001
H  -3.48  -4.66  3.15  0.001
H  -2.66  -3.39  4.08  -0.001
O  -3.09  1.08  -0.45  0.010
C  -2.17  0.35  -0.74  -0.005
O  -1.45  -0.29  0.16  0.050
C  -1.70  0.17  -2.17  0.002
C  -0.22  -0.20  -2.32  0.003
Ge  1.00  1.29  -1.90  0.000
C  0.33  2.82  -2.90  0.000
C  0.12  2.66  -4.27  0.000
C  -0.40  3.69  -5.04  0.000
C  -0.72  4.90  -4.45  0.000
C  -0.51  5.09  -3.09  0.000
C  0.02  4.05  -2.32  0.000
C  2.79  0.83  -2.50  0.000
C  3.01  -0.23  -3.38  0.000
C  4.29  -0.51  -3.85  0.000
C  5.36  0.27  -3.45  0.000
C  5.16  1.33  -2.59  0.000
C  3.88  1.61  -2.12  0.000
C  1.03  1.61  0.03  0.000
C  -0.02  2.26  0.68  0.001
C  0.03  2.50  2.05  0.000
C  1.14  2.10  2.79  0.000
C  2.18  1.43  2.16  0.000
C  2.12  1.19  0.79  0.002
H  -1.94  1.09  -2.70  0.000
H  -2.34  -0.59  -2.62  0.000
H  -0.02  -0.51  -3.35  -0.001
H  0.05  -1.03  -1.66  0.002
H  0.38  1.72  -4.75  0.000
H  -0.55  3.55  -6.10  0.000
H  -1.13  5.71  -5.05  0.000
H  -0.74  6.03  -2.63  0.000
H  0.19  4.22  -1.27  0.000
H  2.19  -0.85  -3.71  0.000
H  4.44  -1.34  -4.54  0.000
H  6.36  0.05  -3.82  0.000
H  5.99  1.95  -2.28  0.000
H  3.74  2.45  -1.45  0.000
H  -0.89  2.59  0.13  0.000
H  -0.78  3.03  2.53  0.000
H  1.19  2.32  3.85  0.000
H  3.04  1.12  2.73  0.000
H  2.95  0.68  0.31  0.001
O  -1.62  -3.14  -0.64  0.034
H  -1.40  -2.59  -1.41  -0.008
H  -2.47  -3.55  -0.85  -0.001

Summary:
* multiplicity: 4
* Kohn-Sham gap (alpha / beta): 8.46 / 8.42 eV
* charge: +1
* HOMO (alpha / beta): -10.89 / -10.89 eV

2.
A structure of composition C7H11MgO5, computed with ωB97M-V/def2-TZVPD.

Last column: Löwdin charge in e.
Geometry (Å):
O  0.68  0.60  -2.21  0.055
C  1.01  -0.57  -2.23  -0.137
C  0.13  -1.59  -1.49  -0.399
O  -1.12  -1.07  -1.32  -0.225
C  1.77  0.01  1.35  -0.098
C  1.48  1.49  1.21  -0.133
O  0.05  1.69  1.22  -0.254
C  -0.32  3.04  1.48  -0.026
H  2.02  -0.88  -2.55  0.149
H  2.78  -0.23  1.00  0.157
H  1.59  -0.34  2.38  0.153
H  1.93  2.03  2.05  0.148
H  1.87  1.89  0.27  0.151
H  -1.24  3.03  2.07  0.112
H  0.46  3.55  2.07  0.110
H  -0.47  3.58  0.53  0.114
O  0.81  -0.63  0.53  -0.216
C  0.80  -1.88  -0.10  -0.215
C  -0.17  -2.73  0.70  -0.142
O  -1.09  -2.22  1.29  0.093
Mg  -0.90  0.37  -0.04  1.104
H  1.79  -2.35  -0.18  0.176
H  -0.09  -3.83  0.56  0.153
H  0.16  -2.53  -2.07  0.168

Summary:
* Kohn-Sham gap: 8.63 eV
* charge: +1
* HOMO: -12.87 eV

3.
A cluster of 4 separate species, C62H69NO6P in total, computed with ωB97M-V/def2-TZVPD.

Last column: Löwdin charge in e.
Geometry (Å):
C  -0.11  3.35  6.29  -0.118
C  -0.66  1.96  5.98  -0.243
C  0.25  1.03  5.15  -0.201
C  1.32  1.73  4.31  -0.230
C  2.04  0.77  3.36  -0.219
C  2.74  1.53  2.22  -0.213
C  3.52  0.59  1.28  -0.197
C  2.93  0.45  -0.13  -0.207
C  2.71  1.75  -0.89  -0.200
C  3.97  2.24  -1.65  -0.194
C  4.25  3.73  -1.43  -0.197
C  5.71  4.14  -1.76  -0.217
C  5.81  5.31  -2.76  -0.277
P  6.94  6.58  -2.23  0.963
C  8.62  5.95  -2.14  -0.248
C  9.03  5.47  -0.72  -0.454
C  9.86  6.55  0.01  -0.052
C  9.84  4.18  -0.87  -0.070
N  6.86  7.85  -3.29  -0.169
C  6.01  9.04  -2.93  -0.250
C  6.85  10.30  -2.74  -0.255
C  5.95  11.53  -2.71  -0.091
H  -0.10  3.98  5.40  0.068
H  0.90  3.33  6.70  0.069
H  -0.74  3.85  7.02  0.069
H  -1.61  2.08  5.47  0.085
H  -0.90  1.47  6.93  0.103
H  -0.39  0.51  4.44  0.095
H  0.72  0.29  5.80  0.112
H  0.84  2.50  3.70  0.113
H  2.07  2.20  4.94  0.111
H  1.30  0.11  2.92  0.115
H  2.78  0.18  3.90  0.116
H  3.43  2.24  2.68  0.110
H  1.97  2.08  1.69  0.096
H  3.54  -0.40  1.72  0.107
H  4.57  0.91  1.21  0.102
H  3.64  -0.14  -0.72  0.109
H  2.03  -0.15  -0.09  0.105
H  1.91  1.58  -1.62  0.098
H  2.36  2.56  -0.25  0.090
H  3.79  2.11  -2.71  0.115
H  4.84  1.65  -1.37  0.106
H  4.03  4.00  -0.39  0.111
H  3.57  4.31  -2.04  0.109
H  6.24  3.28  -2.15  0.111
H  6.19  4.42  -0.82  0.086
H  6.18  4.98  -3.73  0.108
H  4.85  5.79  -2.94  0.097
H  6.54  7.02  -0.96  0.085
H  9.27  6.76  -2.48  0.093
H  8.68  5.14  -2.87  0.103
H  8.14  5.25  -0.13  0.100
H  9.45  6.76  0.99  0.082
H  9.91  7.47  -0.56  0.070
H  10.88  6.20  0.16  0.083
H  10.14  3.79  0.10  0.090
H  9.26  3.41  -1.39  0.077
H  10.72  4.39  -1.47  0.092
H  7.79  8.15  -3.55  0.087
H  5.46  8.82  -2.02  0.104
H  5.32  9.20  -3.75  0.120
H  7.56  10.37  -3.56  0.111
H  7.40  10.23  -1.81  0.110
H  5.01  11.31  -2.20  0.077
H  5.68  11.83  -3.73  0.080
H  6.43  12.37  -2.21  0.077
C  -0.81  -0.48  -1.83  -0.069
C  -0.14  -1.14  -2.86  -0.062
C  -0.36  -2.49  -3.08  0.000
C  -1.22  -3.19  -2.25  -0.079
C  -1.86  -2.54  -1.19  -0.081
C  -1.66  -1.18  -1.00  -0.004
C  -2.74  -3.28  -0.24  -0.275
O  -3.24  -2.70  0.70  0.095
C  -2.94  -4.73  -0.47  -0.085
C  -3.73  -5.45  0.41  -0.001
C  -3.94  -6.81  0.21  -0.049
C  -3.36  -7.45  -0.87  -0.045
C  -2.56  -6.74  -1.76  0.003
C  -2.35  -5.38  -1.56  -0.081
C  -1.46  -4.64  -2.50  -0.277
O  -0.95  -5.19  -3.45  0.111
H  -0.65  0.58  -1.66  0.102
H  0.54  -0.59  -3.50  0.103
H  0.14  -3.00  -3.88  0.121
H  -2.18  -0.68  -0.19  0.117
H  -4.19  -4.94  1.25  0.120
H  -4.56  -7.37  0.90  0.109
H  -3.53  -8.50  -1.04  0.107
H  -2.10  -7.23  -2.60  0.123
C  -7.03  -7.25  -7.07  -0.055
C  -6.01  -6.85  -6.21  -0.056
C  -5.41  -7.77  -5.37  -0.002
C  -5.82  -9.10  -5.39  -0.082
C  -6.85  -9.49  -6.25  -0.081
C  -7.44  -8.57  -7.09  0.000
C  -7.33  -10.90  -6.27  -0.277
O  -8.22  -11.25  -7.02  0.111
C  -6.69  -11.87  -5.33  -0.081
C  -7.15  -13.18  -5.29  0.000
C  -6.57  -14.10  -4.43  -0.054
C  -5.52  -13.71  -3.61  -0.056
C  -5.06  -12.40  -3.64  -0.004
C  -5.65  -11.48  -4.49  -0.083
C  -5.15  -10.07  -4.49  -0.275
O  -4.23  -9.73  -3.78  0.092
H  -7.49  -6.53  -7.73  0.108
H  -5.70  -5.81  -6.19  0.107
H  -4.62  -7.47  -4.70  0.115
H  -8.23  -8.89  -7.76  0.121
H  -7.97  -13.47  -5.94  0.121
H  -6.93  -15.11  -4.41  0.109
H  -5.06  -14.43  -2.94  0.108
H  -4.24  -12.09  -3.00  0.119
C  -6.08  5.55  7.07  -0.057
C  -6.28  4.82  8.24  -0.055
C  -5.92  3.48  8.29  -0.001
C  -5.37  2.87  7.18  -0.081
C  -5.17  3.60  6.00  -0.083
C  -5.53  4.94  5.96  -0.004
C  -4.61  2.96  4.78  -0.283
O  -4.43  3.59  3.77  0.101
C  -4.27  1.50  4.85  -0.102
C  -3.79  0.87  3.71  -0.008
C  -3.45  -0.47  3.76  -0.052
C  -3.60  -1.19  4.95  -0.048
C  -4.09  -0.56  6.08  0.002
C  -4.43  0.78  6.04  -0.088
C  -4.97  1.43  7.26  -0.277
O  -5.09  0.81  8.30  0.110
H  -6.35  6.60  7.03  0.107
H  -6.71  5.30  9.11  0.108
H  -6.07  2.91  9.20  0.121
H  -5.37  5.50  5.04  0.119
H  -3.68  1.44  2.80  0.119
H  -3.08  -0.97  2.87  0.095
H  -3.33  -2.23  4.98  0.109
H  -4.21  -1.11  7.01  0.121

Summary:
* Kohn-Sham gap: 8.49 eV
* charge: +1
* HOMO: -10.61 eV

4.
A cluster of 2 separate species, C5H6O in total, computed with ωB97M-V/def2-TZVPD.

Last column: Löwdin charge in e.
Geometry (Å):
C  0.74  -0.85  -2.18  0.123
C  0.21  -0.72  -1.10  -0.176
C  -0.78  -0.58  -0.06  -0.236
C  -1.57  0.49  -0.04  0.025
H  1.11  -0.98  -3.17  0.033
H  -0.91  -1.41  0.64  0.111
H  -2.50  0.55  0.53  0.070
H  -1.31  1.35  -0.66  0.075
C  1.26  0.54  1.51  -0.187
O  0.81  0.66  2.63  -0.008
H  1.20  1.35  0.76  0.085
H  1.73  -0.40  1.15  0.084

Summary:
* Kohn-Sham gap: 9.93 eV
* charge: 0
* SMILES: C#CC=C.C=O
* HOMO: -9.52 eV

In order of appearance, calculated total energy = -139142.855, -23113.033, -88473.743, -7325.902 eV.
In order of appearance, max |F| = 0.0209, 0.0358, 0.0182, 0.0145 Eh/bohr.